Entry 1:
Entry from the Open Molecules 2025 dataset: an isolated molecule of C7H10 (ωB97M-V/def2-TZVPD).

The geometry in XYZ format:
```
17
Properties=species:S:1:pos:R:3:forces:R:3
C -2.5617 2.1238 0.4885 0.010 -0.466 -0.006
C 0.3050 0.0811 0.0250 0.078 -0.428 -0.113
C 2.7715 0.3004 -0.1693 0.146 0.051 -0.001
C -0.8313 -0.6911 -0.5213 0.098 0.014 0.107
H 1.6444 -1.5494 -0.6070 -0.017 0.146 -0.003
H 1.5505 -0.9958 1.0697 -0.031 0.044 -0.107
H 3.7298 -0.2132 -0.0562 -0.092 0.048 0.006
H -0.6569 -1.7581 -0.7536 -0.002 0.137 0.153
C -2.3822 0.9340 0.4857 -0.191 0.511 -0.046
C 1.5836 -0.6379 0.0156 -0.059 0.116 -0.145
H -1.8755 -0.9339 1.3453 -0.117 0.144 -0.113
H -2.6840 3.1837 0.4818 -0.035 -0.177 0.059
C -2.0786 -0.4934 0.3612 -0.123 0.008 0.028
H -1.0104 -0.1771 -1.4848 0.075 -0.042 0.126
H 2.7295 0.7354 -1.1729 0.097 -0.057 0.134
H -2.9366 -1.0316 -0.0552 0.096 0.083 0.024
H 2.7030 1.1233 0.5475 0.067 -0.131 -0.102
```
Forces are in eV/Å.

Charge: 0
Max |F| (eV/A): 0.5
Energy relative to the best compared isomer or geometry (same formula, charge and spin) (kcal per mole): 123.8
HOMO energy (eV): -8.16
Kohn-Sham gap (eV): 8.4

Entry 2:
Entry from the Open Molecules 2025 dataset: an isolated molecule of C5H10O2 (ωB97M-V/def2-TZVPD).

The geometry in XYZ format:
```
17
Properties=species:S:1:pos:R:3:forces:R:3
H -0.4478 1.8888 -0.9000 0.022 -0.106 0.087
H -1.1765 1.3700 0.6179 0.108 -0.026 -0.054
H 0.8713 1.4722 1.7293 0.031 -0.057 -0.171
C 1.0152 1.3385 0.6526 0.047 0.066 0.053
O -1.5176 -2.3765 -0.6908 0.179 -0.176 0.071
C -0.3416 1.1893 -0.0670 -0.130 0.042 -0.015
H 2.3348 -0.3536 1.1870 -0.030 0.069 -0.117
C 1.7214 0.0095 0.3592 0.224 0.112 0.074
H -0.1417 -0.3185 -1.6383 0.018 -0.005 0.120
C -1.6256 -1.0388 -0.2654 -0.098 0.355 0.049
H -2.4782 -0.5954 -0.7916 0.146 -0.041 0.041
C -0.3538 -0.2673 -0.5585 -0.189 0.049 -0.109
H -1.8214 -0.9728 0.8178 0.021 -0.032 -0.138
H 2.3537 0.0856 -0.5399 -0.116 -0.009 0.097
H 1.5906 2.1918 0.2842 -0.066 -0.101 0.065
H -0.6684 -2.6931 -0.3508 -0.163 -0.051 -0.070
O 0.6854 -0.9298 0.1542 -0.005 -0.090 0.019
```
Forces are in eV/Å.

Charge: 0
Max |F| (eV/A): 0.4
SMILES string: OC[C@H]1CCCO1
Energy relative to the best compared isomer or geometry (same formula, charge and spin) (kcal per mole): 30.6
HOMO energy (eV): -9.92
Kohn-Sham gap (eV): 10.9

Entry 3:
Entry from the Open Molecules 2025 dataset: the ion C5H10N with charge +1 (ωB97M-V/def2-TZVPD).

The geometry in XYZ format:
```
16
Properties=species:S:1:pos:R:3:forces:R:3
H -1.2943 0.5313 0.9055 -0.720 0.299 0.410
C 0.7258 1.1146 0.4335 -0.832 -1.979 -0.846
C -0.8614 -1.3177 -0.8770 3.495 1.136 -0.173
H 0.4561 2.9510 0.2446 0.592 1.142 0.201
H -1.7989 -0.8213 -0.7546 -0.686 -0.147 -0.365
H 1.2907 -2.6824 0.3753 -0.527 -0.091 -0.255
C -0.0051 -1.1732 0.3705 0.210 -0.273 -0.989
H -0.4220 2.4265 -1.1936 0.871 -1.298 1.802
H 0.1290 0.0011 2.0286 -0.607 0.054 1.167
H -0.8015 -2.3346 -1.2359 -0.598 -0.136 -0.187
H 1.8264 0.8755 0.5943 -1.499 0.293 0.251
C 0.5006 2.1792 -0.5259 -0.652 -0.257 -2.135
H 1.3359 2.2286 -1.2529 -0.013 0.642 0.982
C -0.2905 0.2245 1.0712 2.797 1.166 -0.892
N 0.9909 -1.8013 0.7787 0.102 0.496 0.585
H -0.1182 -0.6815 -1.5388 -1.935 -1.046 0.446
```
Forces are in eV/Å.

Charge: +1
Max |F| (eV/A): 3.7
Energy relative to the best compared isomer or geometry (same formula, charge and spin) (kcal per mole): 71.8
HOMO energy (eV): -14.43
Kohn-Sham gap (eV): 7.9

Entry 4:
Entry from the Open Molecules 2025 dataset: an isolated molecule of C6H13N (ωB97M-V/def2-TZVPD).

The geometry in XYZ format:
```
20
Properties=species:S:1:pos:R:3:forces:R:3
H 2.5440 1.3771 0.4941 -0.128 -0.011 0.107
H -1.7953 -1.4774 0.9916 -0.150 -0.255 -0.367
H -1.5545 -0.0888 2.7442 -0.322 -0.266 0.148
C 1.3421 0.0501 -0.6219 0.146 -1.208 0.860
H -1.1659 -0.5804 -1.2803 -0.261 -0.013 -0.034
C -1.1849 0.0499 -0.3898 0.362 -0.308 0.566
C 2.6017 0.8281 -0.4481 -0.001 0.401 1.252
H 2.0965 -0.9766 -2.2183 -0.160 -0.091 -0.109
C -2.1372 -0.4925 0.6690 0.299 -0.244 0.657
H 2.6791 1.6308 -1.1805 0.202 -0.281 -0.399
C -2.1884 0.3412 1.9691 0.573 0.240 -0.501
H 0.6034 -1.5219 -1.6614 0.139 -0.169 -0.138
H -3.1492 -0.5896 0.2831 -0.022 -0.065 -0.220
H 3.5034 0.2255 -0.3596 0.073 -0.103 -0.485
H -1.7332 1.3275 1.8340 -0.495 0.170 -0.172
H 0.3127 0.7803 1.0596 0.151 0.647 -0.385
C 0.2297 0.2684 0.1064 -0.218 0.477 -0.456
N 1.4909 -1.1053 -1.4179 -0.257 0.919 -0.565
H -1.5594 1.0345 -0.6905 -0.013 -0.001 -0.156
H -3.2229 0.4273 2.2852 0.085 0.162 0.398
```
Forces are in eV/Å.

Charge: 0
Max |F| (eV/A): 1.5
SMILES string: CCC/C=C(/C)N
Energy relative to the best compared isomer or geometry (same formula, charge and spin) (kcal per mole): 18.0
HOMO energy (eV): -7.64
Kohn-Sham gap (eV): 8.7

Entry 5:
Entry from the Open Molecules 2025 dataset: a structure of composition C26H56AlN12 (ωB97M-V/def2-TZVPD).

The geometry in XYZ format:
```
95
Properties=species:S:1:pos:R:3:forces:R:3
H 3.0252 -4.0575 -0.1405 0.023 0.026 -0.028
C -0.3123 3.5461 -2.9696 -0.011 -0.001 0.002
C 0.7022 -4.7825 1.0529 0.024 -0.040 -0.015
H 1.0021 5.3080 1.3636 -0.008 -0.028 -0.004
N -0.0199 0.3991 2.4780 -0.040 -0.040 0.076
N -0.8028 -3.2677 1.4458 -0.133 -0.018 0.050
C -0.5956 -4.6028 1.4747 -0.023 0.014 -0.018
C -0.9890 -2.3448 -1.8544 0.010 -0.124 0.033
C 2.9103 0.0823 -0.2511 -0.119 0.263 0.173
C -1.8677 1.8998 -2.0246 -0.018 0.023 0.016
N 0.2847 -2.5613 1.0427 0.023 0.107 -0.153
H 4.3212 1.2907 -2.0213 0.004 -0.033 0.032
C 1.1641 0.2565 -1.9486 0.120 0.036 0.233
H -1.2199 -3.3971 -2.0373 -0.031 0.015 -0.034
H 1.2230 -5.7214 0.9481 -0.024 0.063 0.004
H -0.3249 -2.3079 -1.0023 0.076 0.035 0.108
H 1.9613 5.2752 -0.1129 -0.015 -0.004 -0.010
H 0.6413 4.0254 -2.7666 -0.006 -0.001 0.029
H -2.7670 0.9471 1.6946 0.023 -0.014 0.031
C -4.7293 0.1216 0.1132 0.006 -0.059 0.023
H 0.7056 1.2429 -1.8338 0.085 0.040 -0.076
H 2.5418 -2.3879 -0.4670 -0.029 -0.093 0.014
C 5.0683 0.4788 0.9957 -0.131 -0.062 0.052
H -2.5874 -1.3585 -3.6281 0.033 -0.032 0.014
H 2.9180 1.7036 -2.9969 -0.019 -0.013 0.010
N -1.7573 -0.4152 0.4177 0.168 -0.290 -0.054
N -0.8095 2.8634 -1.7723 -0.150 0.054 -0.107
H -1.4825 1.0061 -2.5272 -0.025 -0.008 0.018
H -2.3336 1.6182 -1.0877 -0.015 -0.035 0.045
H -4.1050 1.0078 0.1744 -0.012 -0.013 -0.040
H -1.0171 4.2907 -3.3397 -0.007 -0.011 0.002
H -2.2793 -5.1755 2.6774 0.014 -0.011 -0.004
H 1.2236 2.0681 2.7056 0.002 -0.052 0.051
C -1.3419 -0.1407 2.8873 -0.052 -0.038 -0.091
H -1.6615 -2.8012 1.6819 0.034 0.042 -0.002
C 1.1310 -0.3921 2.9857 0.111 -0.012 -0.117
N -2.2236 -1.6207 -1.5946 0.117 0.038 0.037
Al 0.0449 0.2884 0.5355 -0.120 0.573 0.093
H 1.0913 -0.0425 -2.9933 -0.080 -0.009 -0.013
H -3.1783 -0.7253 1.9701 -0.013 -0.023 -0.010
H 5.9781 0.8224 0.5034 -0.008 0.000 -0.020
H -1.6669 2.6974 2.0114 -0.007 -0.035 -0.011
H -5.4442 0.2690 -0.6987 -0.004 -0.020 -0.010
H -1.5472 5.3318 -1.3149 0.016 -0.026 0.005
C 1.2527 4.7040 0.4890 -0.032 0.027 0.008
H 0.0383 6.0432 -1.7010 0.007 -0.032 0.011
H -1.1973 -1.1726 3.1991 0.061 -0.030 -0.034
H 3.2232 -2.8385 1.1080 0.003 -0.024 -0.057
H 3.0103 -0.9773 2.1670 0.097 0.015 -0.052
H -5.3928 -2.4271 0.4325 0.040 -0.003 -0.001
N 4.2225 -0.1531 -0.0271 0.073 -0.035 0.082
H 5.5490 -1.7298 -0.3081 -0.015 0.000 -0.013
H 0.5856 -0.4957 -1.3975 0.054 -0.272 -0.087
C -0.5926 2.7109 1.8121 -0.023 -0.139 -0.064
C -1.6546 -5.5723 1.8765 0.013 0.022 -0.037
C -3.1394 -1.6670 -2.7394 -0.015 0.014 -0.041
H 4.3447 -1.5799 -1.5911 -0.022 0.022 0.003
H 4.5971 1.3496 1.4344 -0.129 0.049 0.017
C 3.4499 0.8794 -2.5196 -0.025 -0.054 -0.021
H 0.8675 -1.4400 2.9186 -0.063 -0.006 0.051
N -3.9301 -1.0737 -0.1631 -0.053 -0.023 -0.149
H 3.7680 0.1795 -3.2914 -0.001 -0.022 0.020
C -4.7211 -2.2836 -0.4151 -0.030 0.037 0.014
N 2.5495 0.2433 -1.5430 -0.065 -0.020 -0.285
H -2.2961 -5.8215 1.0291 0.006 0.014 0.013
H -1.7366 0.4037 3.7461 0.039 0.011 0.036
H -0.7126 6.3338 -0.1301 -0.002 -0.022 0.002
H -5.3341 -2.2129 -1.3154 0.022 0.039 0.016
N 0.0726 4.4157 -0.3231 0.055 0.032 -0.016
H 5.3572 -0.2250 1.7770 -0.053 0.001 0.013
H 1.3512 -0.1455 4.0254 -0.020 0.070 -0.001
C -2.3495 -0.0588 1.7368 0.100 0.030 0.098
C 1.2030 -3.4967 0.7940 0.130 -0.084 -0.004
N 1.9520 0.1459 0.6900 0.140 -0.183 0.032
H -3.5170 -2.6758 -2.9096 -0.007 0.008 0.007
H 1.7307 3.7779 0.8027 -0.023 0.000 -0.010
H -0.2698 3.7338 1.9667 -0.034 0.063 -0.027
H -0.1696 2.8005 -3.7530 0.000 -0.020 0.005
C 2.5729 -3.1685 0.2944 -0.062 -0.011 0.075
H -4.0693 -3.1523 -0.4900 -0.005 0.039 -0.012
C 0.1610 1.8435 2.7995 -0.019 0.070 -0.099
H -2.6167 2.3536 -2.6754 0.005 -0.006 -0.001
C -0.3720 3.1637 -0.5343 0.337 -0.008 0.063
H 2.8830 0.7462 2.4848 0.095 0.020 0.031
H 5.7191 -0.4569 -1.5182 -0.012 0.031 0.005
C 2.3473 -0.1171 2.0998 -0.010 -0.003 -0.109
H -3.9706 -0.9836 -2.6049 -0.010 0.014 0.030
C 4.9972 -1.0212 -0.9272 -0.004 0.031 -0.011
H -5.2903 0.0116 1.0418 0.012 0.018 0.023
H -0.1402 2.0449 3.8284 -0.015 -0.042 0.015
C -2.5966 -1.0382 -0.4396 -0.267 0.247 0.010
N -0.3308 2.2221 0.4306 -0.088 -0.133 0.073
H -1.2031 -6.4982 2.2248 0.007 0.019 0.016
C -0.5705 5.5919 -0.9164 0.027 0.062 0.006
H -0.5060 -1.9537 -2.7516 -0.009 -0.016 0.025
```
Forces are in eV/Å.

Charge: +3
Max |F| (eV/A): 0.6
HOMO energy (eV): -16.57
Kohn-Sham gap (eV): 9.7

Entry 6:
Entry from the Open Molecules 2025 dataset: a structure of composition C6H9N (ωB97M-V/def2-TZVPD).

The geometry in XYZ format:
```
16
Properties=species:S:1:pos:R:3:forces:R:3
H 2.1946 0.1806 -3.4110 -0.055 -0.139 -0.004
C 1.8068 0.1853 -2.4195 -0.648 0.007 0.637
H -2.0631 -1.5862 0.5185 0.054 0.067 -0.016
H -2.5654 0.9315 0.8834 0.103 0.000 0.222
C -0.7156 0.0757 0.2514 -1.087 -0.688 -2.249
H -0.1911 -0.0386 -0.9770 -1.236 0.637 2.450
N 1.8817 -0.1970 0.9714 -1.633 -0.509 -0.423
H -0.3802 -2.0544 0.2003 -0.018 0.044 0.084
C 1.1004 0.5233 0.1874 2.148 -0.275 -1.154
C -1.5999 1.0807 0.4125 0.389 -0.101 -0.010
H 1.0231 1.6186 0.2396 -0.757 -0.293 0.197
H 1.4627 -0.2621 1.9000 0.498 0.613 0.230
C -1.0194 -1.3309 0.7104 0.223 0.035 0.273
H -0.8420 -1.4293 1.7836 -0.001 -0.086 -0.041
C 1.2819 0.2168 -1.3237 2.073 0.725 -0.104
H -1.3744 2.0858 0.0726 -0.052 -0.038 -0.093
```
Forces are in eV/Å.

Charge: 0
Max |F| (eV/A): 2.8
Energy relative to the best compared isomer or geometry (same formula, charge and spin) (kcal per mole): 176.7
HOMO energy (alpha / beta) (eV): -8.10 / -8.11
Kohn-Sham gap (alpha / beta) (eV): 7.5 / 7.5

Entry 7:
Entry from the Open Molecules 2025 dataset: a cluster of 3 separate species, C2H12NO3 in total (ωB97M-V/def2-TZVPD).

The geometry in XYZ format:
```
18
Properties=species:S:1:pos:R:3:forces:R:3
H 0.8438 1.2747 -0.7613 1.325 0.641 -1.413
H 0.7641 -0.2701 3.4145 -1.920 0.743 -0.316
H 2.5049 -0.9134 -0.2419 -2.365 -1.034 -0.187
O -2.7328 1.5309 -0.3043 -0.615 -0.608 -0.612
H 1.5057 -2.3200 -1.1924 0.368 1.552 1.407
O -0.0641 0.1046 2.9861 0.426 -0.288 0.909
H -0.7952 0.9958 -0.4849 1.614 0.265 1.077
H -0.3635 -1.2922 0.1168 0.088 -0.428 2.018
H -3.6644 1.2848 -0.4952 0.902 0.113 -0.136
H 0.4850 0.8504 0.8376 -1.187 -0.251 -2.563
H 1.6710 -0.6253 -2.9260 -1.167 -1.058 -0.848
O 1.9876 -0.5315 -2.0492 1.843 2.230 0.724
N 0.2271 0.7172 -0.2426 -3.105 -0.972 3.279
H -2.7919 1.8764 0.5778 0.030 0.430 0.771
C 1.5660 -1.1974 -0.8840 2.814 -2.744 -2.428
C 0.2307 -0.7595 -0.5679 -3.211 0.869 -2.008
H -0.7866 0.2385 3.6643 1.621 -0.397 -0.878
H -0.5873 -0.9638 -1.4473 2.539 0.936 1.205
```
Forces are in eV/Å.

Charge: +1
Max |F| (eV/A): 4.6
Energy relative to the best compared isomer or geometry (same formula, charge and spin) (kcal per mole): 44.0
HOMO energy (eV): -14.60
Kohn-Sham gap (eV): 11.5

Entry 8:
Entry from the Open Molecules 2025 dataset: a cluster of 6 separate species, C16H25Cl10NO2 in total (ωB97M-V/def2-TZVPD).

The geometry in XYZ format:
```
54
Properties=species:S:1:pos:R:3:forces:R:3
H 3.9677 5.0045 3.7837 -0.618 0.540 -0.358
H 2.2568 2.2455 -3.6774 0.036 -0.319 0.145
Cl -4.5049 -0.3352 -5.1214 -0.636 -0.604 0.126
H 0.7623 3.5598 -5.1128 -0.326 -0.284 0.170
H 0.3143 -1.6860 -2.7911 -0.125 -0.153 -0.174
H 0.7801 1.1540 2.1827 0.229 -0.604 -0.040
Cl -0.4646 -3.5578 4.8175 0.326 -0.506 -0.620
H -2.3713 -0.6623 -4.1268 -0.375 -0.378 -0.132
H 0.2689 0.6798 -0.8561 -0.537 0.148 0.479
O -2.6502 -4.1122 -2.7457 0.329 0.265 -0.548
Cl 1.3075 4.8887 -3.2910 0.418 0.387 0.306
H -0.7413 1.3869 1.4316 -0.314 -0.208 0.278
H 0.8482 -5.7248 0.0750 0.542 0.192 0.277
C -3.5726 -0.2140 -2.4192 -0.148 -0.567 -0.452
C -0.3908 -4.6622 -1.2340 0.725 -0.186 -0.191
C 3.1734 4.2610 3.7164 -0.214 -0.690 -1.462
H -0.9625 -0.0235 5.6885 0.164 -0.011 0.774
O -1.4885 -2.8081 -4.0812 -0.316 -1.433 1.906
Cl -0.3829 -0.9133 1.6618 0.329 -0.126 -0.007
H 1.6906 0.4599 0.1031 0.309 0.144 -0.405
N -1.6349 -3.5104 -3.0521 -0.536 1.020 -0.843
H -4.4274 0.2529 -1.9300 0.252 0.996 -0.612
C -0.3447 -0.9103 5.5474 -0.976 -0.861 -1.212
Cl 1.1783 2.7447 -0.0647 -0.381 -0.257 0.000
H 3.2808 3.7054 4.6480 -0.138 -0.691 -0.455
C 1.5670 -2.6494 -1.3059 -1.539 0.005 -0.786
H 1.0663 1.9734 -2.3979 -0.304 0.634 -0.394
C 0.5850 3.4657 -4.0414 -0.764 -0.739 0.853
H 2.2929 -1.8528 -1.2358 -0.053 0.116 -0.193
Cl -2.0761 0.1490 -1.4878 -0.371 0.151 -0.139
H -2.0701 -1.7716 4.6069 0.384 -0.232 -0.612
C -3.2383 -0.0288 -3.9397 0.808 0.352 0.695
C 0.1457 0.7547 1.3914 -1.881 1.409 0.518
H -1.8714 -2.3858 6.1739 0.284 0.192 0.293
H 0.1015 -0.7377 4.5681 0.787 -0.023 0.294
H 2.5424 -3.7593 0.2016 0.231 -0.257 -0.081
Cl 3.5821 3.3087 2.1649 0.214 0.248 1.459
C 1.1904 2.1968 -3.4575 0.931 -0.589 -0.884
H -3.7980 -1.2473 -2.1558 0.375 -0.313 -0.661
H -2.8883 0.9418 -4.2913 -0.064 0.355 1.086
H -0.4587 3.4809 -3.7274 -0.117 0.160 -0.679
C -0.5325 -3.5843 -2.1035 1.777 1.064 -0.082
H 1.5324 5.3543 4.3859 -0.211 0.231 -0.086
Cl 0.5570 3.3589 3.7866 0.327 0.206 -0.291
H 1.4812 5.2642 2.6260 0.208 -0.469 -0.066
C 0.7465 1.0035 0.0687 2.250 -0.605 -0.703
C 0.8083 -4.8204 -0.5139 -1.441 1.064 -0.396
C -1.2924 -2.1047 5.2941 -0.603 1.124 1.393
Cl 0.5680 0.7042 -4.3280 0.122 0.718 0.222
C 1.7228 -3.7581 -0.5017 -0.016 -0.822 0.445
C 1.7206 4.7053 3.5307 0.553 0.666 1.472
H -1.1644 -5.4085 -1.1292 -0.061 -0.007 -0.289
Cl 0.8482 -1.2179 6.8311 -0.345 0.338 -0.363
C 0.4394 -2.5575 -2.1655 0.502 -0.791 1.027
```
Forces are in eV/Å.

Charge: 0
Max |F| (eV/A): 2.4
SMILES string: O=[N+]([O-])c1ccccc1.ClCCCl.ClCCCl.ClCCCl.ClCCCl.ClCCCl
Energy relative to the best compared isomer or geometry (same formula, charge and spin) (kcal per mole): 19.0
HOMO energy (eV): -9.93
Kohn-Sham gap (eV): 9.3

Q: Look up the charge of the sixth one.
A: 0

Q: What is the charge in the fourth record?
A: 0